39
Properties=species:S:1:pos:R:3:forces:R:3 method="wB97M-V/def2-TZVPD" energy_ev=-76920.2329 total_charge=0 spin_multiplicity=3 orbital_gap_ev="9.78 / 9.17" largest_force_ev_per_a=3.67
H -0.7536 -1.3104 -3.3171 0.0 0.3 -0.1
N 0.2903 -0.0877 -1.9414 2.1 0.1 -3.0
B 2.1250 1.1175 -0.6386 -0.9 -0.5 0.3
N 1.5109 0.6041 -1.9862 -1.6 -0.7 -0.3
C 2.0167 0.4876 -3.2292 -0.7 -0.3 0.3
Ni -0.8373 -0.0239 -0.4831 -0.5 -1.1 1.5
H 2.9422 0.9831 -3.4841 -0.1 -0.1 0.0
C 1.1539 -0.2977 -3.9969 0.2 0.0 0.2
H 1.2573 -0.5568 -5.0335 0.1 0.0 -0.1
C 0.0995 -0.6675 -3.1519 1.0 1.3 1.1
H 3.1846 1.6327 -0.7851 0.1 0.1 -0.1
C -1.6608 -2.6491 3.1265 0.1 0.4 0.1
H -2.6286 -2.2019 3.3743 0.2 -0.1 0.0
H -1.2086 -2.0782 2.3139 -0.1 0.0 0.1
H -0.9863 -2.6021 3.9876 -0.2 -0.1 -0.1
N 2.1924 -0.1468 0.2712 -0.7 -0.7 0.4
N 1.1089 2.0620 0.0821 -1.7 -0.3 0.3
N 1.0294 -0.8692 0.4903 0.9 -0.3 0.2
N -0.1969 1.6022 0.3048 0.8 2.3 0.7
C 3.2327 -0.7386 0.9011 -1.2 -0.4 -0.1
C 1.2749 3.2244 0.7405 -0.7 -0.4 -0.2
H 4.2126 -0.2947 0.8609 0.0 -0.1 0.0
H 2.2290 3.7301 0.7137 -0.1 0.0 0.0
C 2.7539 -1.8906 1.5241 0.1 0.3 -0.2
C 0.0784 3.5579 1.3745 0.1 -0.3 -0.1
C 1.3797 -1.9380 1.2253 0.4 0.9 -0.4
C -0.8137 2.5120 1.0958 1.4 -0.3 -0.8
H 3.3180 -2.5897 2.1163 0.0 0.0 0.0
H -0.1301 4.4375 1.9509 0.1 0.1 0.1
H 0.6491 -2.6899 1.5018 0.2 0.2 0.0
H -1.8302 2.3596 1.4312 0.1 0.0 -0.2
H -1.7930 -3.6732 2.8012 -0.1 -0.2 0.0
F -3.0267 -0.9485 -2.1167 -0.1 0.2 0.0
C -2.7921 0.0324 -1.1635 0.9 -0.1 0.9
F -3.1651 1.2322 -1.7270 0.0 -0.3 0.1
C -3.8010 -0.2615 -0.0399 -0.9 0.1 -0.7
F -5.0589 -0.1411 -0.5154 0.1 -0.2 0.4
F -3.6612 -1.5316 0.4229 0.1 1.0 0.0
F -3.6951 0.6134 0.9987 0.3 -0.7 -0.5